{"formula": "C28H33N3O7PS3W", "method": "ωB97M-V with the def2-TZVPD basis set", "symbols": ["W", "O", "C", "O", "C", "C", "C", "C", "C", "C", "S", "H", "H", "H", "H", "O", "C", "O", "C", "C", "C", "C", "C", "C", "N", "C", "C", "C", "C", "C", "C", "N", "H", "H", "H", "H", "H", "H", "H", "H", "H", "H", "C", "C", "O", "P", "S", "S", "O", "C", "C", "H", "H", "H", "H", "H", "H", "H", "H", "H", "H", "C", "N", "C", "C", "C", "O", "H", "H", "H", "H", "H", "H", "H", "H", "H"], "positions_angstrom": [[-0.327385, -0.463849, 0.768542], [0.878127, -3.672195, -1.121927], [0.058047, -3.284869, -0.306372], [0.325285, -2.401892, 0.628471], [-1.324767, -3.855467, -0.262798], [-1.465726, -5.236755, -0.341082], [-2.717288, -5.823568, -0.260550], [-3.839386, -5.016593, -0.125537], [-3.707340, -3.638983, -0.077342], [-2.450111, -3.037725, -0.142063], [-2.397020, -1.266536, -0.193159], [-0.575092, -5.839673, -0.463611], [-2.818960, -6.899774, -0.307363], [-4.825067, -5.460948, -0.067105], [-4.583236, -3.007005, 0.002238], [6.548026, 3.703340, -0.108314], [5.396446, 3.438767, -0.769530], [5.230837, 3.858218, -1.878760], [4.387791, 2.603696, -0.045909], [4.733190, 1.698986, 0.953003], [3.764335, 0.919530, 1.561574], [2.427024, 1.047320, 1.188218], [2.079140, 1.954361, 0.185429], [3.054435, 2.714710, -0.430350], [1.411751, 0.243268, 1.765121], [1.544584, -0.151342, 3.037598], [0.480145, -0.861259, 3.588792], [0.446977, -1.356111, 4.916822], [-0.650736, -2.022971, 5.359349], [-1.742682, -2.210439, 4.476656], [-1.673968, -1.722201, 3.208815], [-0.584625, -1.043696, 2.745216], [6.476937, 3.415174, 0.809013], [5.769629, 1.546637, 1.233341], [4.059386, 0.178631, 2.292211], [1.043682, 2.055349, -0.113635], [2.793733, 3.406572, -1.220168], [2.417383, 0.103797, 3.623392], [1.305239, -1.190509, 5.554126], [-0.690037, -2.405536, 6.370146], [-2.633090, -2.735141, 4.790953], [-2.484233, -1.839799, 2.504184], [-5.147567, 2.676503, -2.114727], [-4.547712, 1.421013, -1.526761], [-3.800604, 1.711420, -0.326667], [-2.344816, 2.326334, -0.336834], [-1.457063, 1.578381, 1.379975], [-1.353878, 2.125380, -1.983154], [-2.660389, 3.843561, 0.052366], [-1.590774, 4.811504, 0.096704], [-1.751992, 5.793923, -1.039643], [-5.772575, 2.417389, -2.971078], [-4.364525, 3.354893, -2.454880], [-5.761506, 3.192519, -1.376599], [-3.885876, 0.915706, -2.230465], [-5.311744, 0.717536, -1.201479], [-0.626913, 4.301131, 0.037936], [-1.663740, 5.295264, 1.070206], [-1.669145, 5.273030, -1.993398], [-0.974586, 6.557955, -0.989047], [-2.725271, 6.281857, -0.986634], [3.197384, -1.645953, -0.714301], [2.492945, -1.390830, -1.962876], [3.096154, -2.004953, -3.135182], [1.290357, -0.858793, -2.006998], [0.532543, -0.795668, -3.297274], [0.736561, -0.363424, -0.988319], [3.402278, -2.714241, -0.655615], [2.575005, -1.378652, 0.128419], [4.127931, -1.077007, -0.699561], [4.177813, -1.950226, -3.028247], [2.816926, -1.481770, -4.043755], [2.796249, -3.053211, -3.202132], [0.518302, -1.774648, -3.775099], [0.989567, -0.076523, -3.979029], [-0.480719, -0.472922, -3.073485]], "forces_ev_per_a": [[0.4, -0.3, 0.6], [0.0, 0.0, 0.1], [0.0, 0.0, 0.0], [0.0, -0.1, -0.2], [0.0, 0.0, 0.0], [0.0, 0.0, 0.0], [0.0, 0.0, 0.0], [0.0, 0.0, 0.0], [0.0, 0.0, 0.0], [0.0, 0.0, 0.0], [-0.1, 0.1, 0.0], [0.0, 0.0, 0.0], [0.0, 0.0, 0.0], [0.0, 0.0, 0.0], [0.0, 0.0, 0.0], [0.0, 0.0, 0.0], [0.0, -0.1, 0.0], [0.0, 0.0, 0.0], [0.0, 0.0, 0.0], [0.0, 0.0, 0.0], [0.0, 0.0, 0.0], [0.0, 0.0, 0.0], [0.0, 0.0, 0.0], [0.0, 0.0, 0.0], [-0.5, -0.4, 0.2], [0.1, 0.1, -0.2], [0.0, 0.0, 0.1], [0.0, 0.0, 0.0], [0.0, 0.0, 0.0], [0.1, 0.1, -0.1], [-0.1, -0.1, 0.1], [0.3, 0.3, -0.6], [0.0, 0.0, 0.0], [0.0, 0.0, 0.0], [0.0, 0.0, 0.0], [0.0, 0.0, 0.0], [0.0, 0.0, 0.0], [-0.1, 0.1, 0.0], [0.0, 0.0, 0.0], [0.0, 0.0, 0.0], [0.0, 0.0, 0.0], [0.0, 0.0, 0.0], [0.0, 0.0, 0.0], [0.0, 0.0, 0.1], [-0.1, 0.0, 0.0], [-0.1, 0.0, 0.3], [0.0, 0.2, -0.4], [0.1, 0.0, -0.2], [0.0, 0.0, 0.0], [0.0, 0.0, 0.0], [0.0, 0.0, 0.0], [0.0, 0.0, 0.0], [0.0, 0.0, 0.0], [0.0, 0.0, 0.0], [0.0, 0.0, 0.0], [0.0, 0.0, 0.0], [0.0, 0.0, 0.0], [0.0, 0.0, 0.0], [0.0, 0.0, 0.0], [0.0, 0.0, 0.0], [0.0, 0.0, 0.0], [0.0, 0.0, 0.0], [0.0, 0.0, 0.0], [0.0, 0.0, 0.0], [-0.3, 0.0, -0.1], [0.0, 0.0, 0.0], [0.1, 0.2, 0.4], [0.0, 0.0, 0.0], [0.0, 0.0, 0.0], [0.0, 0.0, 0.0], [0.0, 0.0, 0.0], [0.0, 0.0, 0.0], [0.0, 0.0, 0.0], [0.0, 0.0, 0.0], [0.0, 0.0, 0.0], [0.0, 0.0, 0.0]], "lowdin_spin": [0.61, 0.00, 0.00, 0.02, 0.00, 0.00, 0.00, 0.00, 0.01, 0.01, 0.06, 0.00, 0.00, 0.00, 0.00, 0.00, 0.00, 0.00, 0.00, 0.00, 0.00, 0.01, 0.01, 0.00, 0.05, 0.06, 0.02, 0.01, 0.01, 0.02, 0.00, 0.04, 0.00, 0.00, 0.00, 0.00, 0.00, 0.00, 0.00, 0.00, 0.00, 0.00, 0.00, 0.00, 0.00, 0.00, 0.00, 0.00, 0.00, 0.00, 0.00, 0.00, 0.00, 0.00, 0.00, 0.00, 0.00, 0.00, 0.00, 0.00, 0.00, 0.00, 0.00, 0.00, 0.00, 0.00, 0.02, 0.00, 0.00, 0.00, 0.00, 0.00, 0.00, 0.00, 0.00, 0.00], "spin_multiplicity": 2, "homo_ev": [-6.78, -6.88], "s2": 0.806, "homo_lumo_gap_ev": [5.83, 5.91], "relative_energy_ev": 0.000}

{"formula": "C5H6O", "method": "ωB97M-V with the def2-TZVPD basis set", "symbols": ["C", "C", "O", "C", "C", "C", "H", "H", "H", "H", "H", "H"], "positions_angstrom": [[2.080770, -0.044715, 0.237582], [0.712190, 0.593019, 0.195617], [0.525571, 1.678716, -0.308836], [-2.506235, -0.135073, -0.827686], [-1.523278, -0.211733, 0.021603], [-0.423544, -0.229545, 0.731179], [2.746450, 0.523714, -0.414251], [2.026873, -1.087206, -0.093787], [2.478076, -0.037800, 1.258413], [-2.551712, -0.810269, -1.678030], [-3.274937, 0.624352, -0.727853], [-0.290223, -0.863459, 1.606050]], "forces_ev_per_a": [[0.1, 0.0, 0.0], [0.0, 0.2, -0.2], [0.1, -0.4, 0.2], [0.1, 0.0, 0.1], [0.0, 0.0, -0.1], [-0.2, 0.0, -0.1], [0.0, -0.1, 0.1], [0.0, 0.1, 0.1], [-0.1, 0.0, -0.1], [0.0, 0.1, 0.1], [0.0, -0.1, 0.1], [0.0, 0.1, -0.2]], "lowdin_charge": [-0.02, -0.46, 0.08, 0.03, -0.09, -0.04, 0.08, 0.08, 0.09, 0.07, 0.07, 0.11], "homo_ev": -9.62, "homo_lumo_gap_ev": 10.53, "relative_energy_ev": 1.485}

{"formula": "CHN6S", "method": "ωB97M-V with the def2-TZVPD basis set", "symbols": ["C", "N", "N", "N", "N", "N", "N", "S", "H"], "positions_angstrom": [[-0.667911, 0.458093, 0.114321], [-1.501845, 0.640987, -0.918910], [-2.530843, -0.117603, -0.623910], [-2.335695, -0.722250, 0.523591], [2.194926, -0.172921, -0.085317], [2.081302, -1.310070, -0.309734], [-1.179268, -0.368108, 1.027587], [0.884322, 1.192532, 0.282104], [3.055013, 0.399337, -0.009733]], "forces_ev_per_a": [[0.5, 0.1, 0.0], [0.5, 0.1, -0.2], [-0.6, 0.1, -0.5], [-0.5, -0.4, 0.5], [-0.8, 0.3, 0.0], [0.1, -0.1, -0.1], [0.3, -0.1, 0.3], [0.0, 0.3, 0.0], [0.4, -0.2, 0.0]], "lowdin_charge": [-0.92, -0.07, -0.16, -0.15, -0.47, 0.02, -0.07, 0.78, 0.05], "homo_ev": -4.52, "charge": -1, "homo_lumo_gap_ev": 7.59, "relative_energy_ev": 2.971}